Record 1
25
Properties=species:S:1:pos:R:3:forces:R:3:nbo_charge:R:1 method="wB97M-V/def2-TZVPD" homo_energy_ev="-7.68 / -7.68" max_force_ev_per_a=4.804 smiles="C=PC[C@]12C(O)=NC(O)=C1C2(C)C" total_energy_ha=-896.46291
C 0.57779 -1.37110 1.09913 -4.3147 -0.2507 0.5449 0.493
H 1.49467 2.02198 -0.69288 -1.6976 -1.1972 -0.5546 0.245
C -2.58622 -0.28062 0.16748 -0.7043 -0.2548 -4.7448 -0.611
H -0.51347 -0.56063 -2.63288 0.6824 -0.3827 -0.6185 0.242
O 0.87039 2.03882 1.64216 -1.3951 -2.0078 -0.3753 -0.667
C 2.84026 -0.05656 0.67262 -0.4743 1.8859 -1.9856 -0.925
C 0.83160 1.14020 -1.04528 2.6931 -0.5368 0.1516 -0.672
C 0.38633 0.75542 1.28258 -0.1671 1.3834 1.0643 0.647
H -3.38775 0.21170 -0.42344 0.5119 0.4345 0.3789 0.208
O 0.65677 -2.61906 1.56025 0.9414 -0.0149 -0.1122 -0.637
C -0.18673 0.52888 -0.06049 2.7795 0.4458 0.6406 -0.268
H -2.86657 -1.27035 -0.00257 -0.9020 -2.0284 0.6500 0.222
H 3.48598 -0.66024 1.23535 1.0723 -1.1145 0.2121 0.220
C -1.29234 -0.27337 -0.63642 0.8534 -1.1549 3.0740 0.082
H 0.45858 2.70037 1.04637 0.1903 -0.6624 0.4631 0.495
H -1.58462 0.89168 -2.22871 0.4384 -1.1157 -0.8071 0.216
N 0.83719 -0.31301 1.90638 -0.0531 2.0006 1.3491 -0.531
C -1.36322 -0.21607 -2.11378 -4.3030 1.6366 0.2772 -0.616
H 2.41299 0.72554 1.29800 1.4180 0.0745 -0.6690 0.226
P 2.24375 -0.37459 -0.87614 0.4150 1.4638 -0.1658 0.633
H -2.37579 -0.68609 -2.41012 1.8692 0.2263 0.0764 0.231
H 1.45189 -2.61366 2.10051 0.1592 -0.4253 0.5470 0.487
H -2.64503 0.00834 1.14218 0.5343 0.7284 2.6008 0.228
C -0.11715 -1.01047 0.02364 -1.5645 0.8788 -2.9275 -0.183
H 0.37072 1.28289 -2.05392 1.0174 -0.0125 0.9303 0.236


Record 2
11
Properties=species:S:1:pos:R:3:forces:R:3:nbo_charge:R:1 method="wB97M-V/def2-TZVPD" homo_energy_ev=-15.18 max_force_ev_per_a=2.600 total_energy_ha=-2708.83044 total_charge=+1
H -1.00254 1.47460 1.20454 0.0140 0.0308 -0.0007 0.235
H 0.70347 0.26108 -1.36819 0.2339 0.0614 0.0967 0.406
N 0.71647 0.17211 -0.35766 -1.7442 1.8960 0.3529 -0.665
H -1.25972 1.95797 -0.59334 0.0256 0.0034 -0.0240 0.236
Br -2.50567 -0.13154 0.01742 0.0177 0.2798 0.0784 0.331
H -0.01936 -1.76894 -0.28328 -0.0336 0.0180 0.0781 0.219
C -1.32773 1.23095 0.20307 1.3289 -1.3639 -0.4657 -0.191
H 1.35917 0.82332 0.08148 0.1209 -0.1443 -0.2668 0.407
C 0.80515 -1.17717 0.11614 0.2759 -0.7986 0.1544 -0.443
H 1.74014 -1.64042 -0.22482 -0.1689 0.0113 0.0518 0.238
H 0.79061 -1.20195 1.20465 -0.0702 0.0061 -0.0551 0.225


Record 3
16
Properties=species:S:1:pos:R:3:forces:R:3:nbo_charge:R:1 method="wB97M-V/def2-TZVPD" homo_energy_ev=-9.00 max_force_ev_per_a=2.928 smiles=CCSSC.O total_energy_ha=-991.88019
C 1.35240 0.73441 0.31293 -0.9243 -0.2287 -1.0370 -0.505
O 1.22445 0.30194 -3.62171 0.1791 0.0324 0.5550 -0.917
C -2.51458 0.38809 1.18469 -0.3166 1.3756 -0.1970 -0.777
C 2.09616 -0.36094 1.04633 0.0849 -0.5919 -0.3158 -0.631
H -2.09756 1.36229 0.91993 -0.0943 -0.0270 -0.1024 0.228
H 0.84324 0.77643 -2.87376 -0.3440 0.3284 -0.3473 0.459
S -1.12807 -0.71855 1.32253 0.8709 0.5207 -2.2618 0.105
H -3.24069 0.13269 0.41042 0.0917 -0.2699 0.2375 0.222
H 2.62422 -0.00582 1.92906 0.0788 -0.0055 -0.0672 0.221
H 2.77095 -0.89218 0.36913 0.3155 0.4382 0.0266 0.213
H 1.43018 -1.17750 1.31897 -0.2008 0.2822 0.4820 0.222
S -0.10379 0.06834 -0.61213 -0.6305 -1.1931 2.5980 0.026
H 1.72842 -0.35502 -3.13003 0.1656 -0.3445 -0.3568 0.464
H -3.00940 0.59185 2.13496 -0.0053 -0.5941 0.1265 0.234
H 0.90717 1.53286 0.89918 0.4996 0.0126 0.3406 0.221
H 1.93052 1.15226 -0.51630 0.2297 0.2645 0.3193 0.216


Record 4
11
Properties=species:S:1:pos:R:3:forces:R:3:nbo_charge:R:1 method="wB97M-V/def2-TZVPD" homo_energy_ev=-9.25 max_force_ev_per_a=1.252 total_energy_ha=-248.13649
H 2.30916 -1.00384 0.62895 -0.1143 0.0540 0.3308 0.185
H -1.18573 -1.40058 -0.98284 0.7757 0.5365 -0.4359 0.226
H -0.19372 2.32015 0.32286 0.0825 -0.1314 0.1918 0.210
N 0.27943 -1.59069 0.57548 0.2614 0.2253 0.2263 -0.386
H -2.34835 0.54253 0.61025 0.2317 -0.1003 0.2778 0.216
C 1.27195 -0.81569 0.35754 0.1571 -0.2486 0.5427 0.102
C -0.59682 -0.76540 -0.30395 0.1811 0.3857 -0.6800 -0.055
C 0.69183 0.28781 -0.47481 -0.4716 -0.4204 -0.2838 -0.353
C -1.31687 0.41716 0.30168 -0.0897 0.1664 0.0480 -0.214
H 1.38257 0.75638 -1.19911 -0.8748 -0.7397 -0.5053 0.232
C -0.29345 1.25216 0.16395 -0.1392 0.2724 0.2877 -0.164


Record 5
103
Properties=species:S:1:pos:R:3:forces:R:3:lowdin_charge:R:1 method="wB97M-V/def2-TZVPD" homo_energy_ev=-1.18 max_force_ev_per_a=2.827 total_energy_ha=-3180.31296 total_charge=-2
H -2.29161 0.73531 -5.48065 0.0080 -0.0135 -0.0028 0.065
C 0.32422 3.67370 0.68505 0.1422 0.0575 0.0629 -0.487
C 4.13814 -1.53431 -2.91811 0.1217 0.0222 0.0089 -0.080
C -0.78176 -3.72504 -3.21587 -0.0888 -0.0734 -0.0034 -0.141
C 1.65075 -1.89483 -2.90369 0.2107 0.0623 0.0320 -0.124
H 4.47242 1.96552 1.36307 0.0090 -0.0027 0.0079 0.075
N 0.47604 -1.81185 -2.38514 0.0777 -0.0518 0.0306 0.033
C 1.73408 -1.35661 5.34903 0.0339 0.0011 0.0599 -0.001
H 2.03808 -2.61022 7.06346 0.0022 -0.0013 0.0041 0.094
C -1.52471 2.19383 0.26239 0.0361 -0.0483 0.0067 -0.301
C 6.28261 0.09935 0.44176 0.0534 0.0213 0.0237 -0.076
C 4.19853 1.45535 0.43674 -0.0071 -0.0318 -0.0907 -0.039
H -4.06554 -0.19622 3.02074 -0.0005 0.0021 -0.0037 0.100
C -1.48030 -1.45998 -3.79360 -0.0455 -0.0372 -0.0073 -0.131
O 2.14259 3.35076 5.16803 0.0383 0.0935 0.0383 -0.320
C -0.13660 3.93412 -2.71044 0.0426 0.0148 -0.1012 -0.172
H 6.73143 -0.89670 0.40149 -0.0059 -0.0049 0.0003 0.079
C -2.51611 -2.00187 -4.54864 -0.0208 -0.0002 0.0139 -0.053
H -4.45641 -3.83475 5.27066 -0.0051 -0.0023 0.0028 0.086
C -2.52694 0.55312 -2.76545 -0.0500 0.0520 -0.0170 -0.042
H -2.61021 -4.82408 3.94674 -0.0074 -0.0047 0.0066 0.090
H -3.50861 -3.77381 -5.24454 -0.0035 -0.0027 -0.0021 0.087
C 0.23937 -6.04787 -2.96416 -0.0160 -0.0446 0.0039 -0.090
C -0.51889 -4.72537 -0.95688 -0.0090 -0.0141 0.0270 -0.050
H 4.76768 -1.70915 1.73022 -0.0032 0.0021 -0.0117 0.086
C 2.73107 0.81946 5.52366 0.0833 -0.0387 0.2415 -0.217
H -1.08290 1.83090 -4.78512 -0.0157 0.0113 0.0077 0.065
O 4.21640 2.49076 4.15944 0.0468 0.0725 0.0119 -0.324
H 1.15202 -2.07037 4.78051 -0.0009 -0.0047 -0.0044 0.119
C 5.04630 -1.00974 -1.99221 -0.0916 -0.0344 -0.0526 -0.069
H 4.33937 -1.88771 -3.92026 0.0097 0.0017 0.0000 0.082
C -2.33003 -3.07094 2.74358 -0.0328 -0.0650 0.0142 -0.026
H -0.48112 4.65068 -3.45334 0.0082 -0.0049 -0.0074 0.087
C 1.59606 0.43969 3.46990 0.1583 -0.1363 0.2039 -0.543
H -1.52964 -3.48497 2.14396 -0.0025 0.0026 0.0087 0.107
O 0.98955 -0.28840 2.66206 0.1236 0.2358 1.6197 -0.275
O -1.22756 -1.63920 0.64353 -1.4759 -0.5969 0.5046 -0.348
H 3.11003 1.48553 0.35375 0.0241 -0.0358 0.0339 0.042
C 0.07116 -4.65243 -2.36896 0.0213 0.0408 0.0048 -0.372
H -1.53222 -5.13650 -0.99451 0.0029 -0.0101 0.0007 0.085
H 2.02068 1.36257 -2.33773 -0.0144 -0.0390 0.0112 0.099
C 4.28873 -0.72746 1.66662 0.0312 -0.0560 -0.0415 -0.043
C 4.75671 0.02105 0.41068 -0.0981 0.0017 -0.0071 -0.536
C -3.77084 -1.21549 3.22837 0.0033 -0.0207 0.0571 -0.037
N -1.34417 0.98354 0.60528 -1.0691 0.3883 0.1173 -0.139
N 2.99129 -0.98658 -1.02375 0.6752 -0.1136 -0.4103 -0.061
H 6.10826 -0.87261 -2.12756 0.0061 0.0031 -0.0053 0.076
H -0.44548 0.26218 -3.09983 0.0182 0.0043 0.0088 0.102
C -2.69534 -3.37104 -4.65191 0.0067 0.0268 0.0013 -0.100
H -0.38338 4.32653 1.19616 0.0048 0.0183 -0.0038 0.066
C 3.23773 0.55616 6.78174 -0.0453 -0.0454 -0.0606 -0.045
N 1.99170 1.68928 3.26208 -0.0477 -0.0436 -0.0164 -0.017
C -2.73248 -1.76705 2.48227 -0.0564 0.0075 -0.1225 -0.133
H 1.56482 3.21096 -3.91110 -0.0100 0.0040 -0.0145 0.063
C -2.78110 2.95346 0.56532 -0.0102 0.0972 -0.0118 -0.030
H -0.58235 -3.73720 -0.49841 -0.0126 0.0072 -0.0238 0.055
Ba 0.73903 -0.36495 0.26607 2.2337 -0.7564 -1.5581 2.018
H -2.52301 0.08968 -1.77807 0.0252 -0.0329 0.0155 0.078
H 3.35528 -0.94640 8.30538 -0.0065 -0.0053 0.0001 0.092
H 6.66229 0.68033 -0.40147 -0.0041 -0.0052 -0.0088 0.075
C 2.23034 -1.64262 6.61611 -0.0108 0.0086 -0.0403 -0.084
C 1.00189 3.12271 -2.99315 -0.0630 -0.0577 -0.0398 -0.166
C 2.97518 -0.69813 7.32140 0.0109 -0.0105 0.0241 -0.095
H 4.58535 2.02235 -0.41394 0.0066 0.0101 0.0110 0.090
C -2.00894 -0.98979 1.41384 -0.3644 0.1383 -0.0297 -0.539
C -0.34201 2.88874 -0.47051 -0.0819 -0.0604 -0.1271 -0.504
H -3.48768 0.33103 -3.24368 0.0081 0.0237 0.0095 0.074
H -0.56707 0.36473 -5.62666 0.0142 -0.0028 0.0183 0.079
N -2.26051 0.30534 1.41947 0.1192 0.1282 -0.1190 0.064
C -0.59136 -2.33334 -3.15216 0.1089 0.0966 0.1069 -0.172
H -2.57043 3.96785 0.90840 0.0105 -0.0034 -0.0154 0.071
C 4.28827 -0.68151 -0.85164 0.0250 0.0283 0.0455 -0.303
H 0.08934 -5.37002 -0.31546 0.0092 0.0007 -0.0031 0.076
H 1.06402 -4.21255 -2.27702 0.0106 -0.0258 -0.0382 0.119
C -1.83733 -4.22282 -3.97263 0.0478 0.0111 0.0029 -0.057
H -1.71482 4.41959 -1.38468 -0.0114 -0.0203 0.0016 0.083
Cl 1.67152 4.73936 0.14268 -0.0885 -0.0634 0.0110 0.553
H 3.21117 -0.89384 1.67499 0.0870 0.0370 -0.0235 0.032
H -5.19852 -1.51825 4.79587 -0.0039 -0.0051 0.0073 0.089
H -2.43797 1.63369 -2.63360 0.0057 0.0134 0.0178 0.070
H 1.76208 -2.30199 -3.91910 0.0051 -0.0065 -0.0043 0.135
H 0.55675 -6.00527 -4.00812 0.0149 0.0131 0.0016 0.078
H 6.61026 0.59003 1.36213 -0.0103 -0.0019 0.0001 0.081
H -3.20026 -1.32977 -5.05493 -0.0092 -0.0133 -0.0078 0.102
S 2.83548 2.27231 4.51099 -0.0807 -0.0501 -0.1543 0.608
H 0.76962 2.97949 1.39787 -0.0221 -0.0012 0.0152 0.047
C -3.97655 -3.25862 4.48802 -0.0078 0.0127 -0.0058 -0.123
C -0.83625 3.80977 -1.56536 -0.0229 -0.0488 0.0743 -0.107
H -3.35986 2.41873 1.31469 0.0061 -0.0126 0.0035 0.058
H 3.81567 1.29425 7.32214 -0.0032 0.0105 -0.0015 0.113
H -0.68866 -6.62416 -2.91802 -0.0050 0.0108 -0.0005 0.065
C -4.39151 -1.95802 4.22133 0.0180 -0.0015 -0.0140 -0.105
C 2.88657 -1.49911 -2.29282 -0.2133 -0.0877 -0.0481 -0.364
C -1.37205 0.04124 -3.62761 0.0518 -0.0482 0.0078 -0.363
N 0.61196 1.87535 -0.95321 -0.3386 0.9026 -0.3048 -0.162
C 1.25236 2.10112 -2.09775 -0.1128 0.1771 0.1876 -0.257
H 0.99207 -6.60401 -2.40090 -0.0067 0.0042 0.0102 0.072
C -2.94245 -3.81201 3.74657 0.0148 0.0219 -0.0314 -0.101
C 2.00297 -0.10849 4.81922 -0.1049 -0.0024 -0.1361 -0.131
C -1.32766 0.78263 -4.96320 -0.0024 0.0177 -0.0222 -0.064
H -1.99472 -5.29336 -4.02881 -0.0103 0.0021 -0.0089 0.094
H 4.54388 -0.15198 2.56128 0.0061 -0.0083 0.0045 0.083
H -3.37548 3.03876 -0.34915 -0.0086 -0.0103 0.0118 0.077


Record 6
36
Properties=species:S:1:pos:R:3:forces:R:3:nbo_charge:R:1 method="wB97M-V/def2-TZVPD" homo_energy_ev=-9.23 max_force_ev_per_a=1.201 smiles="CCOCCOC(=O)c1ccc(-n2cnc(C)n2)nc1" total_energy_ha=-949.73356
H 2.41299 2.83375 1.51193 0.0426 -0.1103 -0.0316 0.193
H 3.14826 2.21929 -0.86621 0.0168 -0.0143 0.0286 0.165
C -1.28017 -2.61931 0.19279 -0.1591 0.0812 -0.0522 -0.278
C 2.69115 1.82253 1.21370 0.7115 0.1864 0.1042 -0.098
N -2.11806 -0.39979 -0.19819 -0.6539 -0.3273 -0.1840 -0.452
C 3.66685 1.83929 0.02400 -0.2797 -0.2301 -0.0039 -0.089
N -3.85932 -3.48710 -0.54940 0.3002 -0.7542 0.1400 -0.295
H 3.15916 1.30110 2.05419 -0.0959 0.1251 -0.0850 0.205
H -6.77825 -4.70961 -0.45438 -0.0467 -0.0541 0.0210 0.233
H 2.89138 4.66660 0.16620 -0.1289 0.0264 -0.0006 0.201
C -4.62819 -1.46168 -0.91101 0.2156 -0.1060 0.0728 0.219
C -5.11163 -3.50734 -0.93433 0.3375 0.3827 0.0804 0.329
H 4.15156 5.89064 0.02412 -0.0196 0.1272 -0.0388 0.218
H 3.98990 0.81040 -0.16972 -0.1311 0.1380 -0.0403 0.201
O 4.82535 2.58672 0.29761 -0.0408 -0.0740 0.2831 -0.531
C -0.94107 0.08668 0.13900 0.5040 -0.0444 0.1641 0.111
C 1.45495 -0.16018 0.90083 0.0852 -0.1555 0.0765 0.790
C 4.87682 3.88910 -0.24621 0.0285 0.2731 -0.0309 -0.055
C 0.13343 -0.71446 0.52051 -0.2087 -0.1453 -0.0616 -0.244
H -1.49003 -3.67600 0.19008 0.0188 -0.0605 0.0098 0.254
H 4.05961 4.89223 1.47979 -0.0081 0.0358 0.1162 0.212
H -0.84904 1.16264 0.10447 0.0974 0.0571 0.0265 0.212
N -5.62000 -2.26202 -1.16781 -0.4333 0.1651 -0.1435 -0.476
N -3.53701 -2.17839 -0.53041 -1.1311 0.1763 -0.3619 -0.217
O 1.47044 1.17944 0.86255 -0.2709 -0.0176 -0.1911 -0.507
C -2.28306 -1.71761 -0.17072 1.0797 0.2121 0.3203 0.393
C -0.05320 -2.09967 0.54278 -0.0637 0.3864 -0.0466 -0.089
C -5.90485 -4.74361 -1.10260 0.0407 -0.0429 0.0140 -0.648
C 3.92824 4.89583 0.40064 0.2078 -0.3728 -0.1131 -0.644
H 5.91120 4.20279 -0.08460 -0.1005 0.0325 -0.1169 0.189
O 2.40024 -0.83794 1.21756 -0.0333 0.0727 -0.0232 -0.593
H -6.25380 -4.81816 -2.13067 -0.0292 -0.0577 -0.0373 0.233
H -4.62834 -0.39443 -0.97645 0.0598 0.2519 0.0030 0.226
H 4.68871 3.84902 -1.32975 0.0773 -0.0218 0.0914 0.160
H -5.29396 -5.60639 -0.85583 -0.0317 -0.0874 -0.0045 0.231
H 0.76973 -2.73434 0.83558 0.0427 -0.0537 0.0151 0.243


Q: Which energy above the lowest of the compared OMol25 structures with the same formula, charge and spin values were calculated for the entries above? A: 180.5, 35.9, 19.7, 86.9, 14.8, 18.3, in kcal per mole.